one) C4H16NO5 | the ωB97M-V functional and the def2-TZVPD basis

Geometry as XYZ:
```
26
C4H16NO5 the ωB97M-V functional and the def2-TZVPD basis
C 1.474 0.305 -0.394
O 0.870 1.359 0.195
C 0.539 -0.965 -0.514
C -0.326 -1.177 0.715
C -1.380 -2.291 0.659
O -2.738 -1.838 0.802
N 1.381 -2.230 -0.626
H 1.798 0.576 -1.469
H 2.518 0.086 0.014
H 0.043 -0.669 -1.431
H 0.400 -1.253 1.543
H -0.795 -0.223 0.951
H -1.389 -2.610 -0.401
H -1.076 -2.989 1.414
H -2.949 -1.314 0.038
H 2.330 -1.913 -0.469
H 1.240 -2.587 -1.561
H 0.548 2.864 -0.360
H -0.880 2.977 0.371
O -0.312 3.436 -0.275
H -0.634 1.338 -2.207
H -0.802 2.734 -1.678
O -0.842 2.206 -2.539
H 0.535 1.558 1.580
H 0.403 0.984 3.118
O 0.041 1.637 2.523
```

Properties
HOMO: -0.17349 hartree
frontier orbital gap: 0.3005 hartree
charge: -1

two) C4H16NO5 | the ωB97M-V functional and the def2-TZVPD basis

Geometry as XYZ:
```
26
C4H16NO5 the ωB97M-V functional and the def2-TZVPD basis
C -0.764 -0.312 -2.086
N 0.303 -1.046 -1.357
C 0.427 -0.699 0.146
C 0.709 0.873 0.178
O 2.034 1.212 0.478
C -0.771 -1.425 0.731
O -2.003 -0.905 0.560
H -1.146 -0.734 -2.942
H -1.686 -0.044 -1.431
H -0.273 0.697 -2.145
H -0.008 -2.029 -1.293
H 1.279 -1.204 0.428
H 0.401 1.237 -0.775
H 0.044 1.412 0.929
H 2.457 1.050 -0.343
H -0.855 -2.419 0.324
H -0.572 -1.597 1.744
H -0.964 1.300 3.057
H 0.658 1.268 3.194
O -0.157 1.034 3.593
H 1.534 -0.141 -2.249
H 2.573 -1.038 -2.594
O 2.496 -0.101 -2.615
H -1.813 2.283 1.748
H -2.249 -0.053 1.066
O -1.655 1.381 1.653
```

Properties
HOMO: -0.16748 hartree
frontier orbital gap: 0.2966 hartree
charge: -1

Stability comparison, relative energies in kJ/mol: one) 0.0; two) 152.0

one) C4H4N2O2S | the ωB97M-V functional and the def2-TZVPD basis

Geometry as XYZ:
```
13
C4H4N2O2S the ωB97M-V functional and the def2-TZVPD basis
C 0.701 0.459 -0.080
C 1.307 1.492 0.583
C -0.587 0.234 0.535
C -1.598 -0.796 0.146
H 0.788 -1.137 -1.355
H 2.210 -0.182 -1.293
H 2.293 1.924 0.365
H -1.856 -2.299 -0.906
N 1.188 -0.201 -1.198
N -0.917 1.005 1.542
O -1.117 -1.676 -0.761
O -2.716 -0.889 0.586
S 0.305 2.066 1.836
```

Properties
HOMO: -0.31606 hartree
frontier orbital gap: 0.3261 hartree
charge: 0

two) C4H4N2O2S | the ωB97M-V functional and the def2-TZVPD basis

Geometry as XYZ:
```
13
C4H4N2O2S the ωB97M-V functional and the def2-TZVPD basis
N 0.481 2.223 -0.073
C -0.414 1.037 0.083
C -1.819 1.018 0.120
S -2.189 -0.709 -0.045
N -0.570 -1.305 -0.178
C 0.270 -0.255 0.079
C 1.628 -0.655 0.154
O 2.095 -1.744 0.163
O 2.265 0.624 -0.192
H 1.635 1.782 -0.297
H 0.521 3.135 0.733
H -2.638 1.768 0.034
H 3.252 0.310 -0.377
```

Properties
SMILES: Nc1csnc1C(=O)O
HOMO: -0.30482 hartree
frontier orbital gap: 0.2872 hartree
charge: 0

Stability comparison, relative energies in kJ/mol: one) 0.0; two) 368.3

one) CH4N2O3 | the ωB97M-V functional and the def2-TZVPD basis

Geometry as XYZ:
```
10
CH4N2O3 the ωB97M-V functional and the def2-TZVPD basis
N 2.312 -0.132 0.109
N 1.070 -0.284 0.598
C 0.179 -0.281 -0.311
O -1.074 -0.715 0.107
O -2.270 -0.095 -0.327
O -2.679 1.018 0.454
H 2.617 -0.052 -0.826
H 3.112 -0.291 0.759
H 0.311 -0.154 -1.356
H -3.578 0.987 0.792
```

Properties
SMILES: N/N=C/OOO
HOMO: -0.32027 hartree
frontier orbital gap: 0.3547 hartree
charge: 0

two) CH4N2O3 | the ωB97M-V functional and the def2-TZVPD basis

Geometry as XYZ:
```
10
CH4N2O3 the ωB97M-V functional and the def2-TZVPD basis
N -0.595 -1.119 -0.303
C 0.078 0.065 -0.120
N -0.687 1.181 0.032
O 1.186 0.289 -0.949
O 2.114 -0.307 0.072
O 1.208 -0.168 1.138
H 0.025 -1.893 -0.499
H -1.590 -1.138 -0.141
H -1.571 1.075 0.505
H -0.169 2.016 0.264
```

Properties
SMILES: NC1(N)OOO1
HOMO: -0.32906 hartree
frontier orbital gap: 0.3536 hartree
charge: 0

three) CH4N2O3 | the ωB97M-V functional and the def2-TZVPD basis

Geometry as XYZ:
```
10
CH4N2O3 the ωB97M-V functional and the def2-TZVPD basis
C 0.204 0.256 0.239
N 1.195 -0.569 -0.333
N -1.237 -0.200 0.041
O -1.603 -1.354 0.012
O -1.968 0.743 0.053
O 0.192 1.544 -0.174
H -0.049 0.318 1.760
H 0.671 -1.058 -1.144
H 1.621 -1.308 0.266
H 0.973 1.629 -0.721
```

Properties
HOMO: -0.39008 hartree
frontier orbital gap: 0.3877 hartree
charge: 0

four) CH4N2O3 | the ωB97M-V functional and the def2-TZVPD basis

Geometry as XYZ:
```
10
CH4N2O3 the ωB97M-V functional and the def2-TZVPD basis
C -0.084 -0.105 -0.380
N 0.790 0.674 0.553
N 3.177 -0.074 -0.044
O 2.395 -0.816 0.460
O 4.310 -0.103 -0.379
O 1.447 1.605 0.043
H 0.363 -0.051 -1.351
H -0.159 -1.097 -0.087
H -0.848 0.600 -0.307
H 0.354 0.643 1.541
```

Properties
HOMO (spin up / spin down): -0.34446 / -0.30504 hartree
frontier orbital gap (spin up / spin down): 0.3619 / 0.2798 hartree
charge: 0

Stability comparison, relative energies in kJ/mol: one) 242.5; two) 93.3; three) 0.0; four) 199.4